Record 1
ORCA calculation (ωB97M-V/def2-TZVPD) on C2H7N3O in the gas phase in a non-equilibrium geometry.

The geometry in ORCA input format:
```
! RIJCOSX wB97M-V def2-TZVPD def2/J DEFGRID3
* xyz 0 1
H -0.84938 -0.90935 -0.31296
H -0.10574 -1.99883 1.26408
H -2.65251 1.97860 -1.39741
C 0.05611 -0.56092 0.04399
H -2.59829 0.20435 -1.57489
H -2.32242 0.78103 0.18503
H -0.39590 2.21214 -1.21502
N -0.51513 1.13927 -1.30136
O 1.72720 -0.75935 1.81972
N 0.44918 0.57914 -0.45478
C -2.13235 0.96158 -0.96064
H 1.93084 0.07641 1.38163
N 0.87070 -1.52890 0.70068
*
```

Summary:
- SMILES = CN/N=C/NO
- frontier orbital gap (eV) = 9.3
- DFT total energy (eV) = -8699.8046
- highest occupied orbital energy (Eh) = -0.3183

These are the Mulliken partial charges, in e, on atoms 1 to 6: H 0.459; H 0.348; H 0.270; C -0.119; H 0.315; H 0.294

---

Record 2
ORCA calculation (ωB97M-V/def2-TZVPD) on 2 unconnected molecules or ions with the total composition C30H27N2O2 in a non-equilibrium geometry.

The geometry in ORCA input format:
```
! RIJCOSX wB97M-V def2-TZVPD def2/J DEFGRID3
* xyz 1 1
H -1.47957 -3.15393 -1.34758
C -1.07235 -3.09742 -0.33241
H 0.02035 -4.94187 -0.44659
C 2.52064 1.00840 -1.21596
C 0.55556 2.65985 2.05163
H -1.31227 0.01692 -1.71705
H -3.00076 0.39266 -3.23307
C 3.33545 0.52065 -2.21626
H 4.22946 -2.42946 -5.32710
H -6.74297 2.16901 -2.00522
C 1.15609 3.15385 3.19364
C 2.93760 -0.62369 -2.95243
C -3.13475 1.03276 -1.19005
C -1.40828 -1.95045 0.44150
C -0.23189 -4.08203 0.17961
H -0.34743 3.13382 1.66604
C 2.87281 1.41631 3.03766
C -1.86104 0.24743 -0.79539
C -3.64442 0.84338 -2.47207
O 3.78905 -1.07954 -3.90813
N -4.62195 -2.10054 -2.28741
C -0.94442 0.95465 0.17344
H 2.71745 0.11433 1.36038
C 0.28617 -3.96763 1.47544
H 0.03274 -1.29032 -1.36123
C 3.40158 -2.26642 -4.63911
H 4.68914 2.14590 5.01393
H 3.93728 2.73936 6.53288
C -0.85338 -1.84977 1.74354
H -1.06975 -0.94524 2.32157
H 0.92545 -4.75756 1.87812
C -5.15519 2.16979 -0.53171
C 0.42097 0.97237 0.17789
N -3.51230 -2.00515 -2.20960
H 3.41492 1.17277 5.82569
C 1.10241 1.55949 1.36109
H 0.75354 4.01642 3.71994
H 3.28642 -3.13001 -3.96839
H -3.42630 1.92170 0.75648
H -5.73328 2.70595 0.22239
C 0.92087 -0.72848 -1.63515
C 2.27692 0.97126 1.86882
H -1.45369 1.46364 0.99696
H -5.34324 1.06811 -3.76617
H 2.46758 -2.10700 -5.19666
H 3.76009 0.91804 3.42949
H 1.34794 -2.11434 -3.21397
C -0.03144 -2.85012 2.25785
C -2.27027 -0.91582 -0.07693
C -3.84708 1.74303 -0.23495
H 4.29187 0.98107 -2.45222
C 1.69720 -1.23483 -2.66498
C 2.29474 2.50629 3.72980
H 2.84109 1.89174 -0.66377
H 0.37476 -2.75037 3.26978
C 3.76502 2.19192 5.60680
H -3.30057 -0.93962 0.29231
C -5.71139 1.88884 -1.78618
O 2.74662 2.96031 4.92994
C -4.94138 1.25320 -2.76885
C 1.28160 0.40639 -0.89806
*
```

Summary:
- frontier orbital gap (eV) = 5.2
- DFT total energy (eV) = -38614.5459
- highest occupied orbital energy (Eh) = -0.3951

These are the Mulliken partial charges, in e, on atoms 1 to 6: H 0.456; C 0.017; H 0.414; C -0.291; C -0.393; H 0.951